Record 1
Molecular formula: C19H16N3O6Y
Method: DFT, ωB97M-V/def2-TZVPD

The calculation puts the relative energy (zero: lowest compared OMol25 entry of this formula, charge and spin) at 111.34 kJ/mol. As for the net charge: 0. Its molar mass is 471.26 g/mol.

Structure (XYZ):
```
45
Properties=species:S:1:pos:R:3:mulliken_charge:R:1
Y 0.69501 -0.73525 -1.01817 1.643
C 2.29234 -3.61572 2.19814 -1.439
C 2.03748 -2.36496 1.36476 1.289
O 1.92255 -2.38370 0.06401 -0.731
C 2.02640 -1.19748 2.17942 -1.142
C 1.34671 -0.03449 1.83833 1.011
C 1.78171 1.37443 2.00601 -1.391
N 0.20210 -0.19025 1.06466 -0.146
N -0.77125 -1.02848 1.56209 -0.707
C -1.52970 -1.61885 0.60398 0.780
O -1.28924 -1.71134 -0.68919 -1.030
C -2.68672 -2.37048 0.99648 0.615
C -3.71752 -2.67826 0.11024 -0.506
C -4.77320 -3.47425 0.55035 -0.417
C -4.75535 -4.07974 1.83387 -0.467
C -3.66274 -3.77077 2.67531 -0.432
C -2.62783 -2.98616 2.26024 -0.537
H 3.35742 -3.95054 2.10400 0.329
H 2.15852 -3.36414 3.24695 0.380
H 1.66098 -4.46331 1.89698 0.354
H 2.57368 -1.32591 3.10141 0.349
H 1.55757 1.81091 3.01326 0.363
H 2.88210 1.46319 1.95333 0.337
H 1.32106 2.00739 1.25762 0.321
H -3.67649 -2.28413 -0.90749 0.367
H -5.61773 -3.63934 -0.10515 0.367
H -5.51254 -4.77668 2.21963 0.348
H -3.69386 -4.14064 3.70568 0.337
H -1.80891 -2.72162 2.92586 0.399
O 2.39227 0.79378 -0.90467 -0.666
C 2.60427 1.95532 -1.37288 -0.215
C 1.58709 2.77640 -1.98150 0.769
C 2.00876 4.06335 -2.37605 -0.701
C 1.15383 4.76440 -3.19155 -0.010
C -0.14605 4.31430 -3.47139 -0.280
C -0.65009 3.15270 -2.89542 -0.765
C 0.24315 2.24516 -2.29744 0.621
O -0.16316 1.02350 -2.10123 -0.697
N 1.56419 5.86333 -3.98155 0.896
O 0.66996 6.39392 -4.70163 -0.601
O 2.76126 6.22490 -4.03485 -0.571
H 3.58776 2.43687 -1.26450 0.343
H 3.02233 4.47394 -2.16017 0.385
H -0.65527 4.95473 -4.23171 0.441
H -1.67285 2.81397 -3.04605 0.411
```

Record 2
Molecular formula: C37H30NO7P
Method: DFT, ωB97M-V/def2-TZVPD

As for the net charge: 0. As for the SMILES: O=C1c2ccccc2C(=O)c2ccccc21.O=C1c2ccccc2C(=O)c2ccccc21.CCO[PH2](CC(=O)O)c1ccccn1. Its molar mass is 631.62 g/mol.

Structure (XYZ):
```
76
Properties=species:S:1:pos:R:3:mulliken_charge:R:1
C 4.91758 -1.01180 -1.25119 -0.293
C 4.41103 -2.20311 -2.23435 -0.508
O 4.41974 -1.83786 -3.62921 -0.518
P 3.09809 -0.79100 -4.06623 0.501
C 4.36973 0.44968 -4.72362 -0.451
C 4.67647 1.67010 -3.74245 0.391
O 5.86901 1.96163 -3.53018 -0.531
O 3.64813 2.39658 -3.09222 -0.379
C 1.60300 0.34891 -4.54014 0.441
C 0.72551 0.77353 -3.39272 -0.439
C -0.45667 1.71262 -3.64630 -0.399
C -0.54510 2.09060 -5.12612 -0.403
C 0.43684 1.50303 -6.10578 -0.200
N 1.53538 0.63298 -5.92448 -0.456
H 4.49379 -1.29230 -0.21620 0.043
H 4.42015 -0.01600 -1.51518 0.086
H 6.04721 -0.95566 -1.17412 0.291
H 3.43724 -2.68194 -1.87296 0.292
H 5.21094 -3.02461 -2.11854 0.332
H 2.61110 -1.76778 -5.02023 0.013
H 2.59485 -0.87704 -2.72981 -0.142
H 5.36130 -0.12245 -4.81532 0.336
H 4.14959 0.81602 -5.79253 0.480
H 3.66001 3.32083 -3.41811 0.323
H 0.93485 0.40386 -2.34078 0.201
H -1.14406 2.05640 -2.81636 0.400
H -1.34935 2.80918 -5.48243 0.317
H 0.27559 1.81138 -7.20162 0.286
C -8.34750 1.01638 -2.88131 -0.451
C -7.21148 1.21733 -3.66204 -0.505
C -6.07241 1.78292 -3.10131 -0.542
C -6.06982 2.16100 -1.75877 0.227
C -7.21575 1.98197 -0.98330 0.256
C -8.35144 1.39798 -1.54481 -0.588
C -7.24312 2.42402 0.43022 0.525
O -8.24203 2.26469 1.10901 -0.671
C -6.03988 3.07043 1.00218 0.272
C -6.06918 3.54393 2.31411 -0.582
C -4.93997 4.14033 2.86396 -0.463
C -3.77493 4.25779 2.10944 -0.508
C -3.74320 3.79242 0.80027 -0.543
C -4.87904 3.20628 0.24059 0.228
C -4.84581 2.74611 -1.16611 0.530
O -3.82776 2.85225 -1.82909 -0.682
H -9.23316 0.56642 -3.31752 0.392
H -7.21368 0.93062 -4.70837 0.398
H -5.18875 1.93227 -3.71290 0.509
H -9.24091 1.24398 -0.94312 0.465
H -6.97235 3.45276 2.90841 0.462
H -4.96673 4.51249 3.88274 0.395
H -2.89193 4.71683 2.54158 0.401
H -2.83446 3.89102 0.21587 0.472
C 5.26070 -2.91300 7.40134 -0.455
C 6.02425 -2.40187 6.35428 -0.476
C 5.45312 -2.21972 5.10030 -0.488
C 4.11766 -2.55996 4.88602 0.203
C 3.35988 -3.09458 5.92840 0.102
C 3.93143 -3.25973 7.19030 -0.577
C 1.95503 -3.50610 5.70184 0.588
O 1.29147 -3.96959 6.61243 -0.674
C 1.37285 -3.35318 4.34876 0.389
C 0.07004 -3.78901 4.10508 -0.671
C -0.48943 -3.63742 2.84132 -0.428
C 0.24607 -3.04200 1.81903 -0.638
C 1.54609 -2.61154 2.05610 -0.415
C 2.11565 -2.77513 3.31934 0.184
C 3.51338 -2.34552 3.55154 0.394
O 4.15876 -1.82840 2.65628 -0.663
H 5.70484 -3.04629 8.38222 0.395
H 7.06527 -2.14330 6.51687 0.400
H 6.05117 -1.81639 4.28983 0.458
H 3.34324 -3.66242 8.00810 0.458
H -0.50947 -4.25072 4.89769 0.463
H -1.50089 -3.98179 2.65279 0.389
H -0.19376 -2.91752 0.83493 0.436
H 2.11596 -2.15278 1.25467 0.611
```

Record 3
Molecular formula: C7H9NO
Method: DFT, ωB97M-V/def2-TZVPD

The calculation puts the relative energy (zero: lowest compared OMol25 entry of this formula, charge and spin) at 496.01 kJ/mol. As for the net charge: 0. As for the SMILES: N[C@H]1[C@H]2C=CO[C@@H]1C=C2. Its molar mass is 123.15 g/mol.

Structure (XYZ):
```
18
Properties=species:S:1:pos:R:3:mulliken_charge:R:1
C 0.59606 -0.83085 -0.34702 -0.787
C -0.55045 -0.05721 -1.17818 0.372
C 0.26976 1.97710 -0.07910 -0.335
C 0.27041 1.29720 1.04212 -0.329
C -0.02104 -0.20355 1.03068 0.040
C -1.51718 -0.54869 0.80653 -0.409
C -1.80762 -0.28327 -0.53537 -0.648
H 2.26309 -1.00417 0.57203 0.347
H 2.42203 -1.36652 -1.15950 0.318
H 0.36908 -1.81211 -0.44112 0.582
H -0.64575 -0.41722 -2.28999 0.333
H 0.58010 2.99130 -0.39407 0.382
H 0.76135 1.73235 1.97200 0.257
H 0.42893 -0.65287 2.00735 0.431
H -2.15196 -0.82476 1.74622 0.295
H -2.84444 -0.80498 -1.05737 0.206
N 2.00060 -0.55624 -0.51285 -0.662
O -0.42297 1.36448 -1.18236 -0.393
```

Listing HOMO-LUMO gap for the structures above in their given order: 5.7 7.7 9.3 eV.